(1)
Here is C3H3N3S in the gas phase at a distorted geometry from the OMol25 dataset. Energies are from wB97M-V/def2-TZVPD.

Output
2S+1: 1
LUMO, eV: -0.86
DFT total energy, a.u.: -678.54540
Structure (SMILES): [H]/N=C(\C#N)NC=S
Orbital gap, eV: 8.347

Element x y z (Å)
H  2.1865  1.9770  0.0245
N  1.2159  1.6820  0.0004
C  1.1349  0.4254  -0.0074
C  2.2738  -0.4802  0.0024
N  3.1942  -1.1900  0.0017
N  -0.0925  -0.2483  -0.0032
C  -1.3022  0.3887  -0.0030
S  -2.7352  -0.3685  0.0024
H  -0.0966  -1.2591  -0.0047
H  -1.1899  1.4682  -0.0025

---

(2)
Here is a molecular structure, C8H12N4OPdS4 at a distorted geometry from the OMol25 dataset. Energies are from wB97M-V/def2-TZVPD.

Output
2S+1: 1
LUMO, eV: 4.64
DFT total energy, a.u.: -2326.99084
Orbital gap, eV: 5.344
Total charge: -2

Element x y z (Å)
Pd  0.7958  0.8199  -1.0054
S  0.7023  -1.1591  -2.3594
C  2.0431  -2.0782  -1.7217
C  2.4008  -3.2886  -2.4647
N  2.7949  -4.1556  -3.1270
C  2.8734  -1.6477  -0.7761
S  2.8563  -0.0305  -0.1049
C  3.9089  -2.4405  -0.2274
N  4.8146  -2.9476  0.2530
C  -1.3205  1.2408  3.2096
S  -0.9600  -0.5304  3.2552
C  0.2589  -0.5893  1.9676
O  -0.2548  -0.7284  4.5655
H  -0.4382  1.8892  3.4018
H  -2.0844  1.4685  3.9686
H  -1.7264  1.5162  2.2493
H  -0.1775  -0.1949  1.0546
H  0.6621  -1.5814  1.8818
H  1.1041  0.0302  2.1949
C  -2.5476  0.1563  -1.2644
N  -2.1288  1.4776  -0.7935
C  -0.9031  1.9986  -1.3011
N  -1.0668  2.5113  -2.6053
S  0.0853  2.8725  -0.1784
H  -3.4385  -0.1479  -0.7222
H  -1.7639  -0.5986  -1.1535
H  -2.8666  0.1674  -2.3132
H  -1.9911  1.5781  0.2354
H  -1.4942  1.7348  -3.2003
H  -0.1379  2.6573  -2.9187

---

(3)
Here is a molecular structure, C32H40MnN9O2S2 at a distorted geometry from the OMol25 dataset. Energies are from wB97M-V/def2-TZVPD.

Output
2S+1: 4
LUMO (spin up / spin down), eV: -10.74 / -9.21
DFT total energy, a.u.: -3833.29493
Orbital gap (spin up / spin down), eV: 5.259 / 6.742
Total charge: +3

Element x y z (Å)
Mn  -0.6132  0.7972  0.8474
N  -4.6745  0.2676  1.3840
C  -4.4620  0.1097  2.7375
C  -3.1242  0.2658  2.9286
N  -2.5389  0.5236  1.7091
C  -3.4933  0.5124  0.8028
C  -3.0850  0.7002  -0.5785
N  -1.7916  0.8177  -0.8230
C  -1.6225  0.9775  -2.1859
C  -2.8496  0.9536  -2.7610
N  -3.7573  0.7773  -1.7282
H  -5.5762  0.2091  0.9348
H  -5.2610  -0.0926  3.4328
H  -2.5606  0.2124  3.8473
H  -0.6493  1.0990  -2.6454
H  -3.1542  1.0496  -3.7919
H  -4.7585  0.7432  -1.8450
C  5.2298  2.7320  1.6621
C  5.0686  1.3708  0.9987
N  3.8268  1.2570  0.1682
C  3.9861  1.3575  -1.3084
C  3.9812  2.7955  -1.8163
C  2.6660  1.1284  0.7589
S  1.2705  1.1230  -0.3639
N  2.6313  1.0410  2.0827
C  1.5814  0.8526  2.8226
O  0.3414  0.7040  2.3774
C  1.7300  0.7911  4.2658
C  2.9999  0.9045  4.8377
C  3.1382  0.8474  6.2102
C  2.0184  0.6770  7.0150
C  0.7513  0.5661  6.4527
C  0.6072  0.6224  5.0819
H  6.1469  2.7302  2.2536
H  4.3943  2.9473  2.3286
H  5.3117  3.5324  0.9238
H  5.0510  0.5765  1.7361
H  5.8940  1.1818  0.3201
H  3.2041  0.7735  -1.7927
H  4.9295  0.8768  -1.5466
H  3.0539  3.3094  -1.5489
H  4.0682  2.7913  -2.9046
H  4.8228  3.3629  -1.4154
H  3.8654  1.0338  4.1998
H  4.1202  0.9331  6.6591
H  2.1342  0.6288  8.0905
H  -0.1151  0.4364  7.0899
H  -0.3734  0.5407  4.6322
C  -4.2210  -3.7154  -2.4499
C  -3.3612  -4.5628  -1.5138
C  -2.5073  -3.7259  -0.5754
N  -1.3895  -3.1202  -1.3499
C  -0.5481  -2.2050  -0.9485
S  -0.6534  -1.6307  0.7118
N  0.4191  -1.7496  -1.7548
C  0.4384  -1.7082  -3.2162
O  0.7344  -0.6487  -3.7015
C  0.1084  -2.9400  -3.9495
C  -0.4090  -2.8217  -5.2393
C  -0.6934  -3.9630  -5.9681
C  -0.4439  -5.2161  -5.4190
C  0.0977  -5.3357  -4.1414
C  0.3707  -4.1983  -3.4012
H  -4.7528  -4.3384  -3.1706
H  -3.6182  -2.9975  -3.0208
H  -4.9738  -3.1588  -1.8796
H  -2.7089  -5.2247  -2.0933
H  -3.9856  -5.2163  -0.9069
H  -2.1046  -4.3243  0.2381
H  -3.0944  -2.9197  -0.1377
H  -1.2070  -3.5299  -2.2592
H  0.9614  -0.9934  -1.3597
H  -0.5751  -1.8356  -5.6595
H  -1.0949  -3.8781  -6.9715
H  -0.6615  -6.1092  -5.9946
H  0.3223  -6.3134  -3.7335
H  0.8350  -4.2857  -2.4220
C  0.0119  6.1319  0.8132
C  -1.1930  5.3434  1.3699
C  -1.0280  3.8955  1.1831
N  -0.8911  2.7740  1.0287
H  -0.1595  7.1928  0.9882
H  0.1241  5.9729  -0.2601
H  0.9351  5.8447  1.3181
H  -2.1193  5.6348  0.8746
H  -1.3278  5.5277  2.4358

---

(4)
Here is a molecular structure, C21H32Cl3CoN4O2P at a distorted geometry from the OMol25 dataset. Energies are from wB97M-V/def2-TZVPD.

Output
2S+1: 5
LUMO (spin up / spin down), eV: -2.74 / -6.14
DFT total energy, a.u.: -4293.43708
Orbital gap (spin up / spin down), eV: 7.580 / 4.513
Total charge: +1

Element x y z (Å)
Co  -0.0579  0.1496  -0.2307
C  -1.1764  0.8766  2.4739
N  -1.7566  0.5488  1.1671
C  -2.6478  -0.6111  1.2931
C  -2.4841  1.7186  0.6298
C  -1.6249  2.5682  -0.2818
C  -2.0020  3.8757  -0.5728
C  -1.2750  4.6243  -1.4844
C  -0.1695  4.0679  -2.1108
C  0.2130  2.7670  -1.8065
C  -0.5005  1.9991  -0.8850
H  -1.9597  1.1310  3.1984
H  -0.5009  1.7261  2.3711
H  -0.6153  0.0230  2.8525
H  -3.5209  -0.3788  1.9140
H  -2.1063  -1.4390  1.7538
H  -2.9867  -0.9258  0.3082
H  -2.8846  2.3164  1.4554
H  -3.3369  1.3555  0.0516
H  -2.8715  4.3097  -0.0888
H  -1.5683  5.6423  -1.7069
H  0.3941  4.6431  -2.8358
H  1.0854  2.3573  -2.3068
Cl  1.7412  -5.2847  -4.4813
C  0.9652  -4.1438  -3.4773
C  1.6266  -2.9470  -3.1707
C  0.9923  -2.0357  -2.3761
Cl  1.7236  -0.5411  -1.9617
C  -0.3273  -2.2496  -1.8528
O  -0.9117  -1.3856  -1.1498
C  -0.9430  -3.5046  -2.1816
Cl  -2.4838  -3.8354  -1.5229
C  -0.3129  -4.4218  -2.9804
H  2.6117  -2.7470  -3.5682
H  -0.8050  -5.3536  -3.2207
C  0.5923  -3.1507  1.7432
N  1.6436  -2.4632  2.4755
C  2.2261  -3.2409  3.5596
P  2.4153  -1.1593  1.8042
O  1.4168  -0.2404  1.1651
N  3.5475  -1.6665  0.7072
C  4.1275  -2.9977  0.6764
C  4.3621  -0.6301  0.0750
N  3.2246  -0.3473  2.9886
C  4.5644  -0.7148  3.4232
C  2.4684  0.4370  3.9580
H  -0.1740  -3.4918  2.4422
H  0.9684  -4.0218  1.1912
H  0.1264  -2.4638  1.0436
H  1.4319  -3.5540  4.2396
H  2.9336  -2.6365  4.1227
H  2.7417  -4.1387  3.2030
H  3.4828  -3.7047  1.1950
H  5.1218  -3.0237  1.1349
H  4.2302  -3.3244  -0.3618
H  3.8966  0.3442  0.2173
H  4.4478  -0.8242  -0.9964
H  5.3709  -0.6024  0.4981
H  5.0492  -1.3535  2.6876
H  4.5506  -1.2406  4.3835
H  5.1696  0.1860  3.5450
H  1.5381  0.7748  3.5079
H  3.0507  1.3140  4.2444
H  2.2448  -0.1386  4.8629